This record from the OMol25 dataset describes a single C3H2N2 molecule at a distorted geometry. The level of theory is the ωB97M-V functional and the def2-TZVPD basis.

Values from the calculation:
Energy relative to the best compared isomer or geometry (same formula, charge and spin) ... 1.344 eV
Largest force on an atom ... 2.474 eV/A
Energy ... -6121.142 eV
Highest occupied orbital energy ... -9.92 eV
LUMO level ... -0.0014 hartree
Charge ... 0
SMILES ... C=C=NC#N

XYZ file:
```
7
C3H2N2, DFT the ωB97M-V functional and the def2-TZVPD basis
N -0.90038 -0.53138 0.01379
N -3.13138 0.46022 -0.00169
C -2.04885 0.07505 -0.00548
C 0.28326 -0.19877 -0.00292
C 1.56798 0.00529 -0.00573
H 2.13343 0.03715 -0.91783
H 2.09596 0.15245 0.91986
```